13
Properties=species:S:1:pos:R:3 method="wB97M-V/def2-TZVPD" spin_multiplicity=1 total_charge=0 energy_ev=-8701.767 e_above_lowest_kj_mol=435.14
C 0.689 -0.698 -0.243
N -0.350 0.161 -0.707
N -0.204 1.522 -0.289
N 1.746 -0.111 0.372
C -1.432 -0.582 0.106
O -2.102 0.065 0.919
H -0.666 1.618 0.623
H -0.757 2.074 -0.939
H 2.603 -0.626 0.490
H 1.662 0.897 0.468
H -1.838 -1.421 -0.480
H 0.900 -1.534 -0.908
H -0.250 -1.366 0.587